Below is 9 unconnected molecules or ions with the total composition C18H44BO23, with properties calculated with ωB97M-V/def2-TZVPD.

Spin multiplicity: 1
HOMO energy (hartree): -0.28253
Gap between HOMO and LUMO (eV): 9.5
Total charge: -1

The geometry in XYZ format:
```
86
C18H44BO23 | the Open Molecules 2025 dataset | ωB97M-V/def2-TZVPD
O 18.21 0.10 -31.89
C 17.25 0.01 -31.18
O 16.20 -0.77 -31.37
B 15.22 -0.49 -30.32
O 15.70 0.69 -29.60
C 16.90 0.99 -30.04
O 17.60 1.90 -29.70
O 15.10 -1.59 -29.34
C 13.88 -2.08 -29.29
O 13.56 -2.99 -28.60
C 13.04 -1.22 -30.30
O 13.86 -0.38 -30.86
O 11.91 -1.42 -30.59
O 10.83 -4.14 -28.37
H 11.75 -3.88 -28.55
H 10.69 -4.93 -28.91
C 13.12 -2.06 -34.33
C 14.48 -2.59 -33.91
O 14.71 -3.91 -34.47
O 13.31 -1.06 -35.33
H 12.51 -1.72 -33.50
H 12.52 -2.86 -34.77
H 14.57 -2.55 -32.82
H 15.26 -2.02 -34.43
H 15.36 -4.34 -33.91
H 12.89 -0.24 -35.07
C 22.42 1.13 -31.90
C 21.19 0.33 -32.18
O 20.29 0.92 -33.12
O 23.43 1.04 -32.92
H 22.89 0.69 -31.02
H 22.14 2.18 -31.83
H 20.61 0.30 -31.25
H 21.53 -0.68 -32.46
H 19.47 0.43 -33.04
H 23.83 0.16 -32.92
C 10.06 -3.18 -32.65
C 9.31 -2.92 -31.38
O 8.78 -1.60 -31.35
O 9.22 -3.13 -33.80
H 10.77 -4.00 -32.56
H 10.69 -2.28 -32.76
H 9.95 -3.04 -30.50
H 8.51 -3.67 -31.28
H 9.39 -1.03 -30.86
H 8.77 -2.28 -33.78
C 15.67 3.74 -28.39
C 15.53 3.66 -29.86
O 14.30 4.15 -30.34
O 15.84 5.08 -27.94
H 16.55 3.16 -28.12
H 14.81 3.22 -27.95
H 15.72 2.64 -30.24
H 16.39 4.13 -30.37
H 14.06 3.71 -31.16
H 15.13 5.57 -28.39
C 20.05 3.76 -29.50
C 20.22 3.65 -28.00
O 19.13 2.93 -27.47
O 20.34 2.50 -30.11
H 20.72 4.52 -29.91
H 19.00 4.00 -29.69
H 20.20 4.68 -27.61
H 21.19 3.22 -27.72
H 18.68 2.49 -28.20
H 19.59 2.27 -30.67
C 14.84 0.35 -26.19
C 14.63 -1.05 -25.62
O 15.52 -1.39 -24.55
O 14.67 1.37 -25.20
H 14.07 0.53 -26.94
H 15.74 0.60 -26.76
H 14.98 -1.72 -26.41
H 13.59 -1.28 -25.47
H 16.41 -1.46 -24.89
H 15.34 1.19 -24.52
C 13.95 1.68 -33.51
C 14.77 1.84 -34.78
O 14.02 2.05 -36.01
O 13.86 3.04 -32.96
H 14.28 0.99 -32.74
H 12.90 1.39 -33.64
H 15.20 0.84 -34.95
H 15.58 2.56 -34.70
H 14.71 1.99 -36.68
H 13.56 3.59 -33.69
```

Below is 2 unconnected molecules or ions with the total composition C29H31N3O3S, with properties calculated with ωB97M-V/def2-TZVPD.

Spin multiplicity: 1
HOMO energy (hartree): -0.24875
Relative energy (zero: lowest compared OMol25 entry of this formula, charge and spin) (eV): 2.552
Gap between HOMO and LUMO (eV): 5.0

The geometry in XYZ format:
```
67
C29H31N3O3S | the Open Molecules 2025 dataset | ωB97M-V/def2-TZVPD
C 3.29 4.58 0.81
N 3.00 3.18 0.63
C 3.99 2.29 0.32
O 5.17 2.55 0.12
C 3.34 0.90 0.25
C 3.87 -0.05 1.32
C 5.35 -0.31 1.18
C 6.23 0.00 2.22
C 7.61 -0.14 2.03
C 8.12 -0.66 0.83
C 7.22 -1.04 -0.17
C 5.84 -0.88 0.00
N 1.92 1.21 0.39
C 0.98 0.24 0.25
C -0.38 0.49 0.33
C -1.37 -0.51 0.17
C -2.76 -0.25 0.41
C -3.79 -1.22 0.49
C -5.12 -0.88 0.73
C -5.52 0.44 0.97
C -6.94 0.79 1.20
C -4.51 1.40 1.01
C -3.20 1.09 0.71
C 1.64 2.64 0.66
C 1.02 2.87 2.05
C 0.79 3.31 -0.43
H 4.37 4.71 0.75
H 2.80 5.17 0.02
H 2.92 4.92 1.78
H 3.54 0.46 -0.75
H 3.67 0.39 2.31
H 3.31 -0.99 1.27
H 5.83 0.42 3.15
H 8.30 0.16 2.83
H 9.19 -0.78 0.69
H 7.60 -1.45 -1.11
H 5.14 -1.15 -0.79
H 1.38 -0.77 0.08
H -0.68 1.49 0.63
H -0.85 -1.49 0.31
H -3.58 -2.29 0.40
H -5.91 -1.65 0.72
H -7.05 1.87 1.37
H -7.55 0.51 0.33
H -7.35 0.26 2.07
H -4.77 2.44 1.25
H -2.47 1.89 0.76
H 1.72 2.52 2.83
H 0.85 3.95 2.17
H 0.08 2.34 2.17
H 1.32 3.26 -1.39
H -0.18 2.82 -0.55
H 0.62 4.36 -0.15
S -1.59 -2.78 -0.88
C -2.82 -3.31 -1.84
C -3.76 -4.28 -1.36
C -4.73 -4.79 -2.21
C -4.77 -4.34 -3.55
N -5.97 -4.51 -4.29
O -6.04 -3.99 -5.43
O -6.92 -5.14 -3.76
C -3.76 -3.50 -4.08
C -2.80 -2.98 -3.23
H -3.64 -4.63 -0.34
H -5.47 -5.51 -1.89
H -3.79 -3.28 -5.15
H -1.97 -2.38 -3.58
```

Below is a molecular structure, C30H35BCdF6N13O4S2, with properties calculated with ωB97M-V/def2-TZVPD.

Spin multiplicity: 2
HOMO energy (alpha / beta) (hartree): -0.27434 / -0.27439
Relative energy (zero: lowest compared OMol25 entry of this formula, charge and spin) (eV): 0.682
Gap between HOMO and LUMO (alpha / beta) (eV): 7.6 / 5.8

The geometry in XYZ format:
```
92
C30H35BCdF6N13O4S2 | the Open Molecules 2025 dataset | ωB97M-V/def2-TZVPD
Cd -0.04 -0.95 0.97
C -4.24 0.38 1.39
C -3.15 -0.36 1.85
N -2.03 0.06 1.28
N -2.36 1.08 0.45
C -3.69 1.28 0.49
B -1.31 1.94 -0.31
N -0.13 2.31 0.68
C 0.39 3.54 0.86
C 1.43 3.44 1.76
C 1.47 2.08 2.10
N 0.54 1.40 1.42
N -0.68 1.16 -1.50
C -0.55 1.41 -2.82
C 0.18 0.38 -3.38
C 0.45 -0.48 -2.31
N -0.06 0.00 -1.19
N -1.98 3.25 -0.70
C -2.59 4.09 0.17
C -3.04 5.18 -0.53
C -2.64 4.92 -1.86
N -2.00 3.77 -1.96
H -5.27 0.28 1.66
H -3.11 -1.18 2.55
H -4.17 2.03 -0.12
H -0.02 4.39 0.35
H 2.03 4.24 2.15
H 2.12 1.58 2.79
H -1.00 2.29 -3.25
H 0.43 0.25 -4.42
H 0.97 -1.43 -2.29
H -2.67 3.84 1.21
H -3.57 6.04 -0.15
H -2.79 5.53 -2.74
C -3.35 -2.84 -0.61
N -1.94 -2.72 -0.32
C -1.20 -3.69 -0.68
C 0.21 -3.76 -0.44
C 1.06 -4.80 -0.78
C 2.34 -4.44 -0.32
C 2.19 -3.20 0.29
N 0.90 -2.78 0.22
C -3.91 -1.70 -1.44
C -3.10 -0.93 -2.26
C -3.64 0.09 -3.03
C -5.00 0.36 -2.98
C -5.82 -0.42 -2.17
C -5.27 -1.44 -1.40
H -3.91 -2.86 0.34
H -3.57 -3.79 -1.12
H -1.63 -4.55 -1.22
H 0.78 -5.71 -1.30
H 3.25 -5.01 -0.39
H 2.94 -2.63 0.81
H -2.03 -1.13 -2.29
H -3.00 0.69 -3.66
H -5.42 1.16 -3.57
H -6.89 -0.22 -2.12
H -5.91 -2.03 -0.76
F 4.38 -2.43 2.54
C 4.06 -2.17 3.81
F 3.81 -3.31 4.43
F 5.11 -1.60 4.39
S 2.60 -1.00 3.87
O 2.18 -0.87 2.48
O 3.13 0.19 4.48
N 1.58 -1.72 4.80
S 0.18 -2.33 4.42
O -0.41 -1.75 3.24
O -0.62 -2.44 5.60
C 0.55 -4.07 3.92
F -0.51 -4.58 3.29
F 1.60 -4.10 3.10
F 0.82 -4.81 4.99
C 4.16 0.79 -2.52
C 3.70 1.76 -1.43
C 2.81 2.85 -2.00
C 4.88 2.34 -0.65
N 2.85 1.03 -0.46
N 3.12 -0.17 -0.02
H 4.61 1.37 -3.32
H 3.31 0.24 -2.92
H 4.92 0.09 -2.16
H 3.40 3.48 -2.68
H 2.42 3.49 -1.20
H 1.97 2.43 -2.55
H 5.54 2.86 -1.34
H 5.45 1.56 -0.16
H 4.54 3.05 0.10
H 2.18 1.53 0.12
H 2.83 -0.44 0.93
H 3.88 -0.67 -0.45
```

Below is a molecular structure, C30H51BaN2O2P2, with properties calculated with ωB97M-V/def2-TZVPD.

Spin multiplicity: 1
HOMO energy (alpha / beta) (hartree): -0.34556 / -0.32506
Relative energy (zero: lowest compared OMol25 entry of this formula, charge and spin) (eV): 0.283
Gap between HOMO and LUMO (alpha / beta) (eV): 6.4 / 4.5
Total charge: +1

The geometry in XYZ format:
```
88
C30H51BaN2O2P2 | the Open Molecules 2025 dataset | ωB97M-V/def2-TZVPD
C 2.48 -1.26 -0.52
C 1.42 0.68 -1.62
C 3.37 -1.34 -1.57
C 2.31 0.57 -2.67
C 3.26 -0.43 -2.61
H 4.05 -2.13 -1.51
H 2.19 1.26 -3.46
H 3.96 -0.51 -3.43
N 1.73 -0.21 -0.71
P 0.60 -2.60 1.32
P -0.06 2.55 0.20
C 2.31 -2.19 0.67
H 2.79 -3.15 0.38
H 2.88 -1.79 1.53
C -1.60 0.01 2.62
O -2.52 0.03 3.32
C 0.22 1.59 -1.52
H 0.29 2.37 -2.30
C -1.66 3.33 0.20
C 1.47 3.47 0.53
C -0.29 -3.55 0.01
C 0.72 -3.26 2.97
C -2.79 2.46 0.84
H -2.76 2.53 1.94
H -3.76 2.87 0.51
H -2.76 1.40 0.57
C -1.53 4.59 1.05
H -1.33 4.35 2.10
H -0.76 5.27 0.67
H -2.49 5.10 1.01
C -2.04 3.66 -1.25
H -2.69 4.55 -1.23
H -1.17 3.90 -1.87
H -2.61 2.86 -1.72
C 1.37 4.05 1.97
H 0.72 3.45 2.62
H 2.37 4.05 2.41
H 1.01 5.09 1.97
C 2.76 2.62 0.47
H 2.66 1.63 0.95
H 3.12 2.49 -0.56
H 3.54 3.17 1.03
C 1.53 4.57 -0.53
H 0.80 4.45 -1.34
H 1.35 5.54 -0.05
H 2.52 4.61 -0.97
C -0.71 -3.42 3.54
H -0.62 -3.96 4.49
H -1.18 -2.45 3.74
H -1.37 -3.99 2.87
C 1.52 -2.34 3.91
H 2.46 -1.97 3.48
H 0.96 -1.49 4.25
H 1.73 -2.90 4.82
C 1.46 -4.57 2.85
H 2.25 -4.54 2.08
H 1.96 -4.76 3.81
H 0.80 -5.42 2.66
C 0.21 -3.14 -1.39
H 1.25 -3.46 -1.56
H -0.43 -3.62 -2.14
H 0.13 -2.06 -1.54
C -1.81 -3.25 0.09
H -2.14 -2.69 -0.80
H -2.37 -4.21 0.13
H -2.10 -2.66 0.98
C -0.01 -5.04 0.21
H 1.07 -5.25 0.26
H -0.51 -5.46 1.09
H -0.40 -5.57 -0.66
Ba 0.14 0.03 0.93
N -1.43 -0.17 -0.77
C -1.04 0.60 -1.70
C -1.77 0.47 -3.06
C -1.31 1.50 -4.06
C -1.49 -0.93 -3.59
C -3.28 0.61 -2.77
H -1.48 2.53 -3.73
H -0.26 1.38 -4.32
H -1.89 1.37 -4.98
H -1.89 -1.69 -2.91
H -1.97 -1.05 -4.56
H -0.41 -1.11 -3.72
H -3.74 1.30 -3.49
H -3.76 -0.37 -2.88
H -3.50 0.97 -1.76
O -0.02 0.05 4.51
C -0.05 0.03 3.28
```

Below is C15H22FN3O4 in the gas phase, with properties calculated with ωB97M-V/def2-TZVPD.

Spin multiplicity: 1
HOMO energy (hartree): -0.29859
Relative energy (zero: lowest compared OMol25 entry of this formula, charge and spin) (eV): 2.279
Gap between HOMO and LUMO (eV): 8.4
SMILES: CC(C)(CNC(N)=O)NC[C@@H](O)COC(=O)c1ccccc1F

The geometry in XYZ format:
```
45
C15H22FN3O4 | the Open Molecules 2025 dataset | ωB97M-V/def2-TZVPD
O 1.40 0.10 2.61
O 1.09 1.70 -4.92
F -1.66 1.21 5.10
O -0.66 1.16 2.57
O 0.24 2.42 -0.77
C 0.28 0.38 3.13
C -0.10 1.45 -5.13
C -0.49 -1.85 6.75
C 0.32 -2.37 5.77
C -1.14 -0.66 6.51
C 0.68 -1.68 4.59
C -0.98 0.04 5.30
C 0.00 -0.45 4.36
N -0.72 2.14 -6.19
N -0.77 0.34 -4.54
N -0.71 -0.09 -1.83
C 0.48 -2.29 -1.96
C 1.71 -0.16 -2.35
C -0.20 2.04 1.52
C -0.87 0.28 -0.39
C -0.06 -0.90 -4.13
C 0.18 1.34 0.16
C 0.36 -0.85 -2.62
H 1.06 2.84 -0.60
H -0.74 -2.37 7.64
H 0.90 -3.26 5.99
H -1.80 -0.20 7.23
H 1.43 -2.04 3.99
H -1.79 2.08 -6.26
H -0.26 2.96 -6.50
H -1.73 0.24 -4.90
H -1.01 0.73 -2.34
H -0.42 -2.87 -2.07
H 1.34 -2.78 -2.37
H 0.62 -2.24 -0.91
H 1.63 0.84 -2.63
H 1.84 -0.37 -1.32
H 2.57 -0.64 -2.82
H -1.00 2.81 1.26
H 0.64 2.65 1.85
H -1.86 0.78 -0.25
H -0.97 -0.53 0.33
H -0.83 -1.74 -4.36
H 0.83 -1.04 -4.81
H 1.13 0.83 0.32
```

Below is a molecular structure, C3H4LiO3, with properties calculated with ωB97M-V/def2-TZVPD.

Spin multiplicity: 1
HOMO energy (alpha / beta) (hartree): -0.05017 / -0.05024
Relative energy (zero: lowest compared OMol25 entry of this formula, charge and spin) (eV): 2.495
Gap between HOMO and LUMO (alpha / beta) (eV): 2.9 / 2.9
Total charge: -1

The geometry in XYZ format:
```
11
C3H4LiO3 | the Open Molecules 2025 dataset | ωB97M-V/def2-TZVPD
O 0.95 0.80 0.08
C 1.95 -0.16 -0.03
O 1.82 -1.17 0.71
O 2.82 0.08 -0.85
C -0.30 0.39 0.50
H -0.51 0.56 1.56
C -1.25 0.05 -0.39
H -1.00 -0.08 -1.45
H -2.25 -0.23 -0.03
Li 0.26 -2.06 1.20
H -2.48 1.83 -1.30
```

Below is a molecular structure, C23H52P4RuSe, with properties calculated with ωB97M-V/def2-TZVPD.

Spin multiplicity: 6
HOMO energy (alpha / beta) (hartree): -0.57202 / -0.63184
Relative energy (zero: lowest compared OMol25 entry of this formula, charge and spin) (eV): 0.000
Gap between HOMO and LUMO (alpha / beta) (eV): 7.3 / 4.5
Total charge: +3

The geometry in XYZ format:
```
81
C23H52P4RuSe | the Open Molecules 2025 dataset | ωB97M-V/def2-TZVPD
Ru -0.03 -0.79 0.43
P -1.25 -2.56 0.89
P 1.62 -1.10 2.00
P 1.32 -1.62 -1.15
H -2.98 1.83 -3.84
C -3.02 0.75 -4.01
C -2.60 -0.17 -3.12
H -2.09 0.04 -2.17
C -2.80 -2.40 1.87
C -0.50 -4.01 1.73
C -1.93 -3.25 -0.66
C 2.97 0.18 2.00
C 1.12 -1.07 3.80
C 2.74 -2.61 2.04
C 0.60 -1.36 -2.81
C 1.77 -3.41 -1.14
C 2.98 -0.88 -1.32
H -3.47 0.41 -4.97
H -2.78 -1.23 -3.38
H -3.40 -1.56 1.52
H -2.59 -2.27 2.94
H -3.39 -3.32 1.75
H -0.08 -3.76 2.71
H 0.28 -4.49 1.12
H -1.30 -4.74 1.88
H -2.26 -2.44 -1.32
H -2.80 -3.85 -0.38
H -1.21 -3.88 -1.18
H 3.86 -0.18 2.54
H 2.64 1.11 2.48
H 3.27 0.40 0.96
H 1.92 -1.45 4.46
H 0.23 -1.70 3.96
H 0.89 -0.04 4.13
H 3.32 -2.65 2.97
H 3.47 -2.60 1.21
H 2.15 -3.53 1.98
H 1.22 -1.87 -3.55
H 0.56 -0.29 -3.04
H -0.41 -1.76 -2.85
H 2.25 -3.63 -2.10
H 0.88 -4.03 -1.03
H 2.48 -3.63 -0.33
H 3.46 -1.28 -2.23
H 3.64 -1.11 -0.47
H 2.89 0.21 -1.42
C 1.83 3.21 -2.81
C 0.58 2.66 -3.02
C 0.05 2.51 -4.30
C 0.79 2.93 -5.41
C 2.09 3.40 -5.24
C 2.64 3.49 -3.95
Se 1.99 3.65 -0.88
H 2.70 2.48 -0.24
H 0.00 2.38 -2.14
H -0.95 2.04 -4.42
H 0.34 2.89 -6.41
H 2.68 3.67 -6.12
H 3.67 3.80 -3.79
C -3.00 1.22 -0.10
C -1.84 2.02 0.48
P -0.88 1.00 1.63
C 0.32 2.25 2.23
C -0.14 3.68 2.48
C -1.90 0.55 3.09
C -2.05 1.61 4.18
H -2.73 0.16 -0.19
H -3.22 1.56 -1.11
H -3.92 1.29 0.50
H -1.12 2.34 -0.30
H -2.20 2.93 0.99
H 0.79 1.84 3.12
H 1.11 2.31 1.47
H -1.07 3.76 3.06
H 0.65 4.21 3.05
H -0.27 4.23 1.53
H -1.44 -0.35 3.54
H -2.89 0.25 2.72
H -2.54 2.53 3.84
H -2.66 1.21 5.00
H -1.08 1.88 4.63
```

Below is 2 unconnected molecules or ions with the total composition C5H9ClSi, with properties calculated with ωB97M-V/def2-TZVPD.

Spin multiplicity: 1
HOMO energy (hartree): -0.36344
Relative energy (zero: lowest compared OMol25 entry of this formula, charge and spin) (eV): 3.477
Gap between HOMO and LUMO (eV): 10.8
SMILES: C/C=C/[SiH2]Cl.C#C

The geometry in XYZ format:
```
16
C5H9ClSi | the Open Molecules 2025 dataset | ωB97M-V/def2-TZVPD
C 1.99 0.64 -0.27
C -0.50 -2.96 -1.05
C 0.67 1.12 0.38
C 0.43 -2.81 -0.29
C -0.49 0.62 0.12
Si -2.06 1.38 0.84
Cl -3.59 0.12 0.34
H 2.87 1.22 0.04
H 2.32 -0.44 -0.09
H -1.02 -2.86 -1.97
H 2.03 0.85 -1.37
H 0.79 1.88 1.21
H 0.97 -2.68 0.55
H -0.51 -0.10 -0.66
H -2.34 2.47 -0.10
H -1.56 1.53 2.32
```

Max |F| in eV/Å, matching the order above: 3.22 3.53 0.56 6.82 4.54 2.00 4.74 4.04